1.
Formula: C5H14N2S
Source: OMol25
Level of theory: wB97M-V/def2-TZVPD

The geometry in XYZ format:
```
22
Properties=species:S:1:pos:R:3:forces:R:3
C -0.62475 -0.22509 -0.32024 -0.1806 -0.0273 -0.9396
N 0.82185 -0.32680 -0.18546 -0.1242 -0.0029 0.1668
C 1.56078 0.06425 -1.38138 -0.5021 -0.3574 0.3819
C 2.95484 -0.51360 -1.34766 0.2008 0.0017 -0.1365
S 3.97634 0.39134 -2.54774 0.1103 -0.0414 -0.0230
C -1.30538 -0.11619 1.03235 0.0718 -0.1628 -0.1654
N -2.47939 0.73099 1.03689 -0.0319 -0.0069 -0.0984
C -3.04312 0.89624 2.37826 -0.0303 0.9212 -1.2613
H -1.04253 -1.06072 -0.89366 0.0225 -0.5156 0.1523
H -0.88064 0.57721 -1.01979 0.2233 0.6188 0.6330
H 1.06162 -1.25788 0.13248 0.1497 -0.0163 -0.1764
H 1.05385 -0.27005 -2.29538 0.0628 0.1080 -0.1210
H 1.58520 1.15427 -1.37080 0.1102 0.1081 -0.2539
H 2.95156 -1.56393 -1.63677 -0.1031 -0.0110 0.0719
H 3.36708 -0.42660 -0.34567 0.0808 0.0753 0.0580
H 4.87148 -0.58390 -2.74806 0.0343 0.0571 -0.0192
H -0.57736 0.30588 1.71887 0.0572 0.0645 0.1753
H -1.51990 -1.14895 1.35310 -0.0436 0.0529 0.3288
H -3.17817 0.35152 0.40923 -0.0383 0.0224 0.0379
H -3.88805 1.58079 2.27254 -0.3053 -0.3889 0.1441
H -2.33333 1.49634 2.94150 0.2228 -0.5030 0.4953
H -3.33198 -0.05511 2.81737 0.0128 0.0038 0.5493
```
Forces are in eV/Å.

Calculated values
ΔE to the lowest compared entry with this formula, charge and spin = 15.6 kcal/mol
SMILES = CNCCNCCS
E_LUMO = 0.929 eV
HOMO = -8.68 eV
spin multiplicity = 1

Atom charges from the Löwdin analysis, given in e for atoms 1 to 2: atom 1 (C): -0.245, atom 2 (N): -0.089

***

2.
Formula: C19H16IN3O3PdS
Source: OMol25
Level of theory: wB97M-V/def2-TZVPD

The geometry in XYZ format:
```
44
Properties=species:S:1:pos:R:3:forces:R:3
Pd -0.06573 -0.16637 -0.04847 -0.1091 0.6895 -0.7841
C 3.39026 -1.63168 -2.56508 0.1440 0.0464 -0.0028
C 3.76003 -1.47673 -1.12894 -0.1578 -0.0420 -0.0719
N 4.86705 -1.98290 -0.66375 0.5093 -0.3399 -0.5619
C 5.19760 -1.87525 0.63034 -0.3377 0.1765 -0.2012
C 4.36110 -1.32217 1.57825 -0.3667 0.4275 0.5232
C 4.78321 -1.34895 3.03588 -0.1135 -0.1027 -0.0907
O 4.66037 -0.10142 3.69840 -0.0844 0.0060 0.0242
C 3.12587 -0.78195 1.15425 0.9119 -0.3565 -1.0237
C 2.19783 -0.28703 2.10061 -1.4083 0.7340 0.7589
N 0.92502 -0.05302 1.92601 0.4506 -1.2267 -1.6529
C 0.11455 0.21447 3.03132 -0.8393 0.4222 1.4028
C 0.48015 -0.15615 4.34228 0.2521 -0.0694 -0.5235
C -0.33426 0.07542 5.42800 -0.1459 0.0720 0.1602
C -1.57889 0.67065 5.26722 0.1328 -0.0422 -0.0553
C -1.98581 1.03337 3.99653 -0.0462 0.0243 0.1041
C -1.14729 0.81122 2.92071 0.0265 0.1899 -0.9409
I -1.85378 1.48719 1.02376 -0.0101 -0.0208 0.7420
C 2.86446 -0.74873 -0.26184 -0.3436 0.1845 0.3159
O 1.91908 -0.07061 -0.77184 0.3795 -0.2848 -0.0911
H 4.19139 -2.13006 -3.10315 0.0262 0.0184 0.0367
H 3.18534 -0.65742 -3.00858 -0.0133 -0.0230 -0.0448
H 2.47542 -2.22218 -2.65538 -0.0335 0.0434 0.0465
H 6.16654 -2.27491 0.90596 -0.0325 -0.0439 0.0551
H 5.80411 -1.72946 3.10040 -0.0167 -0.0512 0.0145
H 4.13878 -2.04440 3.58005 0.0864 0.0237 0.0503
H 5.38131 0.48167 3.44283 0.0560 -0.0062 -0.0464
H 2.60347 -0.10043 3.08922 0.0252 0.0417 -0.0305
H 1.41842 -0.66975 4.49640 -0.0179 -0.0414 0.0945
H -0.00128 -0.22489 6.41225 0.0056 -0.0301 -0.0229
H -2.22809 0.84355 6.11367 0.0042 -0.0179 0.0121
H -2.95586 1.48711 3.84592 0.0346 0.0205 -0.0246
O -1.06955 0.11371 -2.04169 1.3062 0.3078 1.4641
N -2.06004 -0.72318 -2.28637 -0.8749 -1.0702 0.1281
C -3.00873 -0.34925 -3.17343 0.1270 0.2198 -0.1278
C -4.05703 -1.17191 -3.48785 0.0223 -0.0364 -0.0212
C -4.14756 -2.42201 -2.87861 0.1150 0.0061 0.0378
C -3.17743 -2.79507 -1.97675 -0.0587 0.0235 -0.1404
C -2.12451 -1.93156 -1.67180 0.2113 0.3536 0.0959
S -0.90767 -2.35869 -0.51992 0.1643 -0.2987 0.3106
H -2.85832 0.62958 -3.60300 0.0295 0.0189 0.0346
H -4.79220 -0.83974 -4.20527 0.0135 0.0445 0.0170
H -4.97082 -3.08487 -3.10456 0.0133 -0.0165 -0.0027
H -3.19816 -3.75488 -1.48076 -0.0373 0.0256 0.0322
```
Forces are in eV/Å.

Calculated values
ΔE to the lowest compared entry with this formula, charge and spin = 18.1 kcal/mol
E_LUMO (spin up / spin down) = -4.555 / -5.939 eV
⟨S²⟩ = 1.20
HOMO (spin up / spin down) = -11.04 / -10.93 eV
spin multiplicity = 2
total charge = +1

Atom charges from the Löwdin analysis, given in e for atoms 1 to 2: atom 1 (Pd): 0.549, atom 2 (C): 0.004

***

3.
Formula: C9H16N4
Source: OMol25
Level of theory: wB97M-V/def2-TZVPD

The geometry in XYZ format:
```
29
Properties=species:S:1:pos:R:3:forces:R:3
C -2.50889 1.44997 -0.30751 0.7837 0.4572 -1.0835
C 0.90977 -1.50871 -0.76665 -2.8436 2.2871 -0.0125
C 2.73438 0.18837 -0.11525 -1.5852 -2.9240 -2.0942
C -0.01671 -1.14753 0.54148 4.0682 -2.3378 1.4193
C 2.10218 0.20906 1.25948 -0.2893 -3.1926 -0.9671
C 0.63101 0.88054 -1.23832 -0.1078 -0.7365 3.0729
C 1.62204 -0.22854 -1.18848 1.5601 -0.5933 0.9864
C 0.56347 0.19006 1.16662 -1.4911 -0.2196 0.3538
C 0.19645 1.29720 0.20176 1.7956 -1.0951 -0.7031
N -3.43116 0.76022 -0.04356 -1.4101 -1.1674 -0.1885
N -0.10100 2.49314 0.43704 -0.1308 1.4352 0.6386
N -4.21007 -0.02977 0.49930 -0.1839 0.7678 1.9663
N -4.84254 -1.07458 -0.19109 2.9529 0.6634 -2.2335
H -2.23979 2.41408 -0.75528 -0.5844 -0.6300 0.4516
H 1.63387 -2.21642 -0.59275 1.5525 -1.8550 1.1249
H 0.34794 -1.92958 -1.61897 -0.2541 0.3790 0.3872
H 2.93721 1.15928 -0.42556 1.4545 1.6327 -0.5186
H 3.53107 -0.60446 -0.25002 -0.3521 1.4766 0.4326
H -1.06490 -1.10698 0.51505 -1.4039 0.1888 -0.9665
H 0.18539 -2.10475 1.21990 -0.3599 2.2209 -0.8010
H 2.54727 -0.74438 1.67217 -0.9403 1.3064 0.8083
H 2.35012 1.10776 1.69876 0.9811 1.5054 1.7128
H 1.03603 1.73023 -1.59624 1.1409 2.8717 -1.8402
H -0.15064 0.51273 -1.78179 -2.5635 -0.3660 -1.6263
H 2.14082 -0.41692 -2.14565 -0.3393 0.3698 0.1934
H 0.06857 0.53528 2.11630 0.5670 -1.0221 -0.4380
H -0.25633 2.80785 1.42614 0.2044 -1.0472 -0.9213
H -4.59010 -0.95697 -1.20868 -1.4236 -0.5850 1.2556
H -5.78463 -1.12939 0.11816 -0.7979 0.2096 -0.4091
```
Forces are in eV/Å.

Calculated values
ΔE to the lowest compared entry with this formula, charge and spin = 151.8 kcal/mol
E_LUMO = 0.878 eV
HOMO = -7.37 eV
spin multiplicity = 1

Atom charges from the Löwdin analysis, given in e for atoms 1 to 2: atom 1 (C): 0.079, atom 2 (C): -0.122